No. 1
ORCA calculation (ωB97M-V/def2-TZVPD) on the molecule C24H29N5O2.

The calculation puts the relative energy (zero: lowest compared OMol25 entry of this formula, charge and spin) at 2.726 eV. The SMILES is CCn1cc(CNC(=O)c2ccc(OC3CCN(Cc4ccccn4)CC3)cc2)cn1. As for the HOMO-LUMO gap: 0.3374 hartree. Its max |F| is 0.9 eV Å⁻¹. Its total charge is 0.

Geometry as XYZ:
```
60
Properties=species:S:1:pos:R:3:forces:R:3
C 9.4760 -0.6392 -1.1724 -0.19 -0.14 0.06
H 10.1155 -1.2348 -1.8179 0.10 -0.04 -0.08
H 9.2126 0.2793 -1.6917 0.02 0.08 -0.06
H 10.0273 -0.3834 -0.2711 0.06 0.03 0.06
C 8.2198 -1.4277 -0.8096 0.54 -0.12 -0.28
N 7.3643 -0.6730 0.0658 -0.49 0.22 0.07
C 6.5122 0.3131 -0.2700 -0.17 0.19 0.27
C 5.9622 0.7911 0.9031 0.14 0.06 -0.14
C 6.5613 0.0067 1.9026 -0.06 0.19 -0.35
N 7.4054 -0.8620 1.3801 0.47 -0.58 0.45
H 6.4134 0.0489 2.9637 0.00 -0.01 0.26
C 4.9162 1.8466 1.0498 0.07 -0.05 -0.19
N 3.5909 1.3051 0.8132 -0.02 0.00 0.34
C 2.9181 1.5151 -0.3439 -0.08 -0.10 0.27
O 3.3188 2.2737 -1.2073 0.06 0.18 -0.26
C 1.6249 0.7842 -0.4580 -0.16 -0.17 -0.14
C 0.5908 1.3844 -1.1758 0.12 -0.06 0.08
C -0.6238 0.7565 -1.3178 -0.12 -0.17 0.06
C -0.8417 -0.5085 -0.7608 0.25 0.24 -0.02
C 0.1986 -1.1244 -0.0690 -0.35 -0.27 0.00
C 1.4143 -0.4800 0.0777 0.10 0.31 -0.08
H 2.2104 -0.9990 0.5941 0.06 -0.03 0.04
H 0.0805 -2.1105 0.3527 -0.05 -0.06 0.02
O -2.0706 -1.0317 -0.9784 -0.02 0.19 -0.14
C -2.4445 -2.2713 -0.3963 -0.07 -0.72 0.27
C -2.7520 -2.1242 1.0975 0.05 0.36 -0.21
C -3.9606 -1.2128 1.2981 0.22 -0.16 0.12
N -5.1086 -1.7743 0.6146 -0.05 -0.03 0.08
C -6.3707 -1.1456 0.9758 -0.01 -0.04 0.04
C -6.4606 0.3078 0.5782 0.07 0.05 0.32
N -6.8815 0.5541 -0.6566 -0.17 -0.42 -0.19
C -6.9164 1.8039 -1.0810 0.01 0.37 -0.11
C -6.5323 2.8860 -0.3045 0.03 -0.04 0.07
C -6.0951 2.6359 0.9869 -0.01 -0.01 -0.05
C -6.0579 1.3275 1.4373 -0.08 0.02 -0.10
H -5.7289 1.0972 2.4398 0.03 -0.04 0.08
H -5.7885 3.4473 1.6319 0.01 0.05 0.03
H -6.5759 3.8905 -0.6957 -0.02 0.07 -0.05
H -7.2698 1.9394 -2.0954 -0.02 0.12 -0.06
H -7.1652 -1.6991 0.4701 -0.03 0.09 0.08
H -6.4952 -1.2481 2.0574 -0.04 0.00 -0.04
C -4.8762 -1.8109 -0.8178 0.12 -0.25 -0.20
C -3.7064 -2.7426 -1.1204 0.15 0.40 0.02
H -3.9445 -3.7507 -0.7808 0.01 -0.04 -0.01
H -3.5231 -2.7620 -2.1949 0.04 -0.06 -0.03
H -5.7803 -2.1811 -1.3039 0.02 0.08 -0.04
H -4.6523 -0.8124 -1.2247 -0.10 -0.07 -0.02
H -4.1880 -1.1450 2.3653 0.01 0.07 -0.02
H -3.7101 -0.2019 0.9303 -0.05 -0.04 0.10
H -2.9706 -3.1118 1.5047 0.03 -0.04 0.04
H -1.8935 -1.7056 1.6254 0.03 -0.06 0.02
H -1.6426 -3.0086 -0.5504 -0.09 0.15 -0.01
H -1.4314 1.2176 -1.8646 -0.10 0.06 -0.06
H 0.7652 2.3550 -1.6145 0.01 0.08 -0.06
H 3.2384 0.6390 1.4808 -0.08 0.08 -0.12
H 4.9524 2.2809 2.0535 0.02 0.03 -0.15
H 5.0611 2.6314 0.3031 -0.03 -0.02 0.23
H 6.3421 0.6069 -1.2859 -0.02 0.05 -0.27
H 7.6608 -1.6867 -1.7134 0.01 -0.03 0.15
H 8.4913 -2.3423 -0.2782 -0.15 0.09 -0.09
```
Forces are in eV/Å.

---

No. 2
ORCA calculation (ωB97M-V/def2-TZVPD) on a structure of composition C24H29O2PPtS3SbSe3Te in a non-equilibrium geometry.

The calculation puts the relative energy (zero: lowest compared OMol25 entry of this formula, charge and spin) at 2.320 eV. As for the HOMO-LUMO gap (alpha / beta): 0.1836 / 0.1836 hartree. Its max |F| is 1.1 eV Å⁻¹. Its total charge is +1.

Geometry as XYZ:
```
65
Properties=species:S:1:pos:R:3:forces:R:3
Pt 0.5163 0.7892 -0.0209 0.70 -0.39 0.74
Se 2.3796 -0.6810 0.7216 0.02 0.07 -0.23
Se 1.3651 -0.9346 2.7350 0.05 0.09 0.26
Te 1.9941 1.3357 3.6653 -0.09 -0.12 -0.15
Se 1.1755 2.5461 1.6078 -0.08 0.01 0.08
S 1.5204 0.3312 -2.1451 -0.01 0.04 -0.14
Sb -0.3095 1.6080 -2.7825 -0.28 0.00 -0.08
C -0.0829 3.6621 -2.5218 0.06 -0.06 0.00
C 0.9406 4.1487 -1.7146 -0.04 0.03 0.01
C 1.0412 5.5174 -1.5162 0.00 -0.01 0.01
C 0.1326 6.3753 -2.1219 0.00 0.02 0.01
C -0.8807 5.8794 -2.9314 -0.02 0.01 -0.01
C -0.9943 4.5130 -3.1406 0.03 0.01 0.01
C -1.3553 0.8959 -1.0432 -0.43 0.26 -0.52
C -1.1983 -0.5019 -0.8496 0.41 0.02 -0.03
C -3.3088 -0.5263 0.9395 -0.03 0.03 0.00
C -2.9335 0.6866 1.7417 0.03 -0.12 -0.12
C -2.1285 1.6588 1.3334 -0.03 -0.02 0.01
C -1.4997 1.8162 0.0143 -0.08 0.21 -0.01
C -1.2960 1.2561 -4.5902 0.05 0.00 0.06
C -0.5794 1.2509 -5.7834 -0.03 -0.01 -0.01
C -1.2663 1.0720 -6.9740 0.03 0.01 0.00
C -2.6452 0.9042 -6.9636 -0.01 0.00 -0.01
C -3.3484 0.9117 -5.7682 -0.01 0.00 0.03
C -2.6756 1.0891 -4.5667 0.00 0.01 -0.06
H 1.6449 3.4750 -1.2404 0.02 0.00 -0.02
H 1.8289 5.9113 -0.8882 0.00 0.00 0.00
H 0.2171 7.4424 -1.9648 0.00 0.00 0.00
H -1.5791 6.5562 -3.4049 0.00 0.00 0.00
H -1.7758 4.1254 -3.7844 0.00 -0.01 0.00
H -0.7099 -1.0741 -1.6324 -0.13 -0.01 -0.05
H -3.7806 -1.2405 1.6176 -0.02 0.00 -0.01
H -3.3716 0.7559 2.7290 0.04 -0.01 0.03
H -1.9053 2.4718 2.0127 -0.03 0.01 0.00
H -1.3660 2.8613 -0.2533 0.00 0.01 -0.04
H 0.4963 1.3793 -5.7971 0.00 0.00 0.00
H -0.7239 1.0611 -7.9097 0.00 0.00 0.00
H -3.1736 0.7620 -7.8968 0.00 0.00 0.00
H -4.4211 0.7707 -5.7629 0.00 0.00 -0.01
H -3.2259 1.0680 -3.6341 0.00 -0.02 0.02
C -6.7181 -1.9548 2.2191 0.00 -0.01 -0.01
C -6.5152 -1.9751 0.7187 -0.02 -0.01 -0.03
C -5.6872 -3.1538 0.2504 0.01 0.01 0.02
O -5.9618 -0.6682 0.3525 0.04 0.07 0.10
P -4.6272 -0.2341 -0.3662 0.10 -0.12 -0.14
S -4.2587 -1.0007 -2.0965 -0.07 0.04 -0.02
S -1.9216 -1.5100 0.3170 -0.14 -0.08 0.26
O -4.7088 1.3345 -0.3154 -0.26 0.16 0.18
C -5.5074 2.2103 -1.1773 0.16 -0.08 -0.05
C -6.9059 1.6880 -1.4290 0.03 0.01 0.01
C -5.4984 3.5563 -0.4879 0.01 -0.01 -0.04
H -7.2737 -2.8411 2.5259 0.00 0.00 0.00
H -7.2788 -1.0722 2.5222 0.00 0.00 0.00
H -5.7616 -1.9622 2.7468 0.01 0.01 -0.01
H -7.4837 -1.9926 0.2190 0.00 -0.01 -0.02
H -4.6945 -3.1606 0.7080 0.00 0.00 -0.01
H -5.5719 -3.1715 -0.8298 -0.01 0.00 0.00
H -6.1942 -4.0672 0.5621 0.00 0.00 0.00
H -4.9562 2.2662 -2.1199 -0.03 -0.03 -0.05
H -7.4821 1.6533 -0.5047 0.01 -0.03 0.02
H -6.8966 0.6986 -1.8844 0.01 0.00 0.00
H -7.4030 2.3700 -2.1195 -0.02 0.01 0.01
H -6.0440 3.5010 0.4543 0.01 0.00 0.01
H -5.9802 4.2991 -1.1240 0.00 0.00 0.00
H -4.4786 3.8820 -0.2841 0.01 0.01 0.00
```
Forces are in eV/Å.

---

No. 3
ORCA calculation (ωB97M-V/def2-TZVPD) on a structure of composition C24H30BaCl6F8N2O18S4 in a non-equilibrium geometry.

The calculation puts the relative energy (zero: lowest compared OMol25 entry of this formula, charge and spin) at 3.222 eV. As for the HOMO-LUMO gap: 0.2378 hartree. Its max |F| is 8.8 eV Å⁻¹. Its total charge is 0.

Geometry as XYZ:
```
93
Properties=species:S:1:pos:R:3:forces:R:3
Ba -2.4930 2.2082 -0.7866 0.31 1.24 0.20
C -2.2090 3.3697 -5.1029 -0.40 1.05 -0.62
F -2.3424 4.2366 -6.0844 -0.87 0.74 -0.38
F -2.3103 2.1756 -5.6228 -0.19 -0.79 0.58
F -0.9765 3.5642 -4.6609 0.25 -0.41 1.04
S -3.5294 3.8057 -3.6888 1.32 -0.14 0.58
O -2.6375 4.3519 -2.6423 -0.99 -0.52 -0.58
O -4.5879 4.6547 -4.2058 1.63 -1.71 0.83
N -3.8816 2.2342 -3.0493 1.83 3.73 -1.09
S -5.0533 1.6800 -3.8957 -4.40 -2.81 -2.94
O -6.3033 1.8092 -3.2135 -0.22 0.31 0.53
O -5.1113 1.9965 -5.3311 1.31 -0.34 2.22
C -4.7384 -0.1900 -3.7156 -1.57 0.99 -0.60
F -5.3807 -0.8511 -4.6819 -0.73 0.21 0.67
F -3.4966 -0.4552 -3.9027 2.69 -0.42 0.32
F -5.1258 -0.5882 -2.4844 0.15 0.06 -0.85
N -1.5458 -0.0849 0.0418 4.54 -0.68 0.50
S -2.0706 -1.4703 -0.3825 -4.77 -6.43 -3.67
O -1.9974 -2.5516 0.6109 -0.37 2.54 -2.71
O -1.8221 -1.8151 -1.8386 -0.78 1.39 4.70
F -3.6136 -0.9966 -0.2625 0.61 -0.19 -0.52
S 0.0595 -0.6824 0.2660 3.66 0.04 3.55
O 0.8918 -0.9896 -0.8407 -1.21 -0.72 -0.88
O 0.1966 -1.5145 1.4626 -0.60 2.11 -2.08
F 0.6887 0.6901 0.6391 -0.48 1.26 0.79
Cl 4.1819 -1.8920 0.7108 -0.11 0.28 -1.35
C 4.1640 -1.2750 -1.0437 0.05 0.48 0.74
C 5.5285 -1.3663 -1.6734 -0.30 -0.74 -0.15
Cl 5.3373 -0.5610 -3.2646 0.33 0.14 0.10
H 3.8974 -0.2188 -1.0060 -0.25 -0.17 0.29
H 3.4417 -1.8027 -1.6666 -0.10 -0.17 0.54
H 5.7346 -2.4113 -1.9048 0.37 0.15 0.17
H 6.3149 -0.9142 -1.0690 -0.08 0.05 -0.29
Cl -0.8890 -3.3669 -6.2940 -0.20 -0.28 -0.65
C -0.6831 -2.4535 -4.8085 0.17 0.65 -0.59
C 0.7130 -2.5861 -4.2554 -0.72 -0.05 1.10
Cl 2.0561 -1.9506 -5.2867 -0.84 -0.30 0.51
H -1.4878 -2.7545 -4.1376 0.52 -0.20 0.32
H -0.8422 -1.3936 -5.0071 -0.16 -0.01 -0.34
H 0.9061 -3.6052 -3.9201 0.36 0.05 -0.41
H 0.6046 -1.9864 -3.3517 0.80 0.16 0.17
Cl 1.7802 -1.1897 5.4715 -0.25 0.04 0.53
C 2.7906 -1.1141 4.0346 0.84 0.86 -0.39
C 3.6865 0.2037 4.0390 -1.09 -2.23 -1.30
Cl 4.7897 0.2539 5.4180 -0.37 0.34 0.00
H 2.0930 -1.1587 3.1982 0.17 0.50 -0.18
H 3.3764 -2.0287 3.9430 0.25 0.16 0.43
H 2.9948 1.0294 3.8721 0.37 0.38 0.82
H 4.3103 0.1346 3.1478 0.03 0.05 0.02
C 0.3491 1.0760 -2.8632 1.01 1.36 -0.02
O -0.1166 2.2796 -2.2036 -0.30 0.00 0.73
C 0.9575 3.1880 -1.8542 -1.41 0.51 -0.68
C 0.3659 4.5374 -1.2999 0.91 -2.99 -0.88
O -0.5288 4.2790 -0.2090 1.15 0.85 -0.50
C -0.8192 5.5852 0.2529 -1.70 0.80 0.98
H 1.3423 0.9369 -2.4361 -0.20 -1.10 0.14
H 0.5571 1.2744 -3.9146 -0.46 0.10 -0.24
H -0.3763 0.2715 -2.7424 0.26 0.03 0.17
H 1.5043 3.3587 -2.7816 0.09 0.50 -0.08
H 1.6862 2.7481 -1.1734 -0.33 -0.28 0.42
H -0.1947 5.0687 -2.0691 0.34 0.18 -0.10
H 1.2872 5.0048 -0.9523 -0.32 0.78 0.08
H -1.4405 6.1361 -0.4532 -0.35 -0.26 -0.31
H -0.0068 6.2940 0.4132 0.76 -0.73 0.13
H -1.3793 5.5022 1.1843 0.05 -0.08 0.02
C 0.9181 -4.1875 4.0541 -1.78 0.26 -1.46
C 0.1640 -4.1396 2.8921 -1.37 0.59 0.77
C 0.6854 -4.5493 1.5363 0.10 -0.72 -1.69
O 0.0445 -4.5012 0.4671 0.97 0.18 2.72
C 2.0620 -5.0510 1.5650 -0.91 0.71 0.85
C 2.7334 -5.0898 2.7382 2.78 -0.75 -0.93
C 2.2689 -4.7051 4.1086 -2.33 1.18 -0.92
O 2.8883 -4.6578 5.1443 1.33 -0.72 -0.36
O 4.0493 -5.4153 2.6439 -0.07 -0.22 -0.62
O -1.1481 -3.7568 2.8887 1.58 -0.42 1.77
H 0.5696 -3.7759 4.9898 -0.43 -0.12 -0.07
H 2.4647 -5.2309 0.5791 0.50 -0.26 0.27
H 4.5471 -5.4357 3.4645 -0.46 0.15 0.62
H -1.4695 -3.3979 2.0584 0.33 -0.07 -0.80
C -0.9642 2.4525 4.1494 0.24 0.46 -0.25
C -0.7049 1.9098 5.3579 0.27 0.35 1.41
C -1.1638 0.5504 5.8113 -1.27 -1.35 0.21
O -1.0573 0.0017 6.9132 0.66 2.09 -1.54
C -1.8981 -0.0746 4.7453 0.18 -1.62 0.31
C -2.0286 0.4062 3.5275 -1.35 0.12 -3.43
C -1.7101 1.7985 3.0660 1.22 2.53 2.09
O -2.0331 2.4658 2.0522 0.14 -2.45 0.91
O -2.5944 -0.3211 2.5411 -0.37 -0.51 1.28
O -0.1505 2.6242 6.3342 0.20 0.40 -0.73
H -0.6389 3.4771 4.0450 -0.07 0.14 -0.29
H -2.1649 -1.1141 4.8658 -0.18 -0.10 0.15
H -2.2215 -0.0413 1.7019 -0.01 0.17 -0.40
H -0.0443 2.0389 7.0877 0.09 -0.32 0.62
```
Forces are in eV/Å.